Record 1
14
Properties=species:S:1:pos:R:3:forces:R:3 method="wB97M-V/def2-TZVPD" total_charge=0 total_energy_ha=-621.6701 multiplicity=1 gap_ev=8.6
C -1.336452 1.127548 0.019630 -3.54 0.85 -0.97
C 0.747669 1.642035 -0.050522 2.42 3.77 0.28
C -0.720233 -0.044187 -0.207996 -0.35 0.74 1.29
C 0.603995 0.362823 -0.125799 5.28 -6.65 -0.16
C -1.314225 -1.372269 -0.179870 -0.19 -0.16 0.70
N 1.942690 -0.971201 -0.017641 -4.05 1.39 2.14
O -0.486292 2.157977 0.061514 -0.27 1.46 -0.11
I 3.870283 -0.351485 0.027747 0.14 0.48 0.00
H -2.447892 1.413655 -0.024062 2.00 -0.56 0.32
H 1.635925 2.338966 -0.097724 -1.42 -1.05 0.31
H -0.990760 -1.880323 -1.079262 -0.62 -0.49 -0.22
H -0.854965 -1.902061 0.677882 -0.63 -0.05 -0.37
H -2.407029 -1.187068 -0.028452 0.82 -0.97 -0.39
H 1.757288 -1.334413 1.024558 0.40 1.23 -2.82

---

Record 2
69
Properties=species:S:1:pos:R:3:forces:R:3 method="wB97M-V/def2-TZVPD" total_charge=+2 total_energy_ha=-4032.0241 s2=2.02 multiplicity=3 gap_ev="7.5 / 7.7"
V 0.732572 0.623562 -0.204954 -0.76 -0.38 0.10
C 2.309381 -6.480339 2.461861 0.00 0.03 -0.02
C 2.051992 -5.003717 2.402068 0.01 -0.10 -0.10
C 2.030376 -4.236008 3.558891 -0.02 0.18 0.09
C 1.822563 -2.864619 3.503190 0.02 -0.14 -0.06
C 1.626857 -2.275489 2.261502 -0.03 0.02 0.03
C 1.640196 -3.018529 1.080344 0.00 0.03 0.12
C 1.854329 -4.376141 1.165526 0.00 -0.03 -0.04
S 1.353513 -0.563564 2.214674 0.03 0.71 -0.72
O -0.013464 -0.257734 1.655458 0.53 -0.15 0.20
O 1.671863 0.038257 3.466008 -0.11 -0.11 0.08
N 2.155405 0.076927 0.956284 -0.37 -0.43 0.23
C 3.512433 0.332631 0.738706 0.02 0.03 0.20
C 4.596053 -0.059311 1.470098 -0.10 -0.06 0.10
C 5.890838 0.326721 1.053325 -0.02 0.08 -0.13
C 6.075031 1.090110 -0.066374 -0.06 -0.04 0.06
C 4.956101 1.507259 -0.833050 0.10 0.01 -0.03
C 5.036295 2.300353 -1.998347 0.10 0.00 0.02
C 3.894923 2.644896 -2.665591 -0.23 -0.01 -0.01
C 2.653408 2.199740 -2.179090 0.13 0.04 -0.03
N 2.534107 1.466439 -1.089699 -0.28 -0.02 0.03
C 3.676734 1.118349 -0.417282 0.06 0.11 -0.15
H 2.191486 -6.864741 3.472354 0.00 -0.01 0.00
H 3.328759 -6.695794 2.135916 0.00 -0.01 0.00
H 1.633979 -7.020114 1.798951 0.00 -0.02 0.01
H 2.181354 -4.710934 4.519311 0.00 0.00 0.00
H 1.814363 -2.259204 4.398517 0.01 -0.01 0.02
H 1.500533 -2.541051 0.118076 0.00 0.01 -0.01
H 1.878023 -4.966534 0.258156 0.00 -0.03 0.02
H 4.463338 -0.652071 2.366380 0.05 0.00 0.00
H 6.742613 0.012258 1.639538 0.01 0.00 0.00
H 7.067353 1.386899 -0.377780 0.01 0.00 0.00
H 6.002845 2.630535 -2.358375 0.01 -0.01 0.02
H 3.924909 3.248815 -3.560617 0.00 0.00 0.00
H 1.738368 2.444641 -2.703308 -0.02 0.01 -0.04
I -2.509705 5.935630 -0.255797 0.12 -0.21 0.09
C -1.482580 4.253934 0.367863 -0.18 0.29 0.03
C -1.444141 3.713370 1.637372 0.01 0.25 -0.04
N -0.698858 2.603646 1.569698 0.57 0.35 0.18
N -0.237168 2.398949 0.324965 0.42 0.24 -0.27
C -0.704106 3.405129 -0.416701 0.01 -0.17 0.17
H -1.889470 4.048929 2.558911 0.01 -0.03 0.03
H -0.483533 1.935189 2.296438 0.10 0.03 0.04
H -0.486855 3.481449 -1.468856 0.01 -0.06 -0.02
N -6.004800 2.549898 -3.027021 -0.04 -0.02 0.00
C -5.141370 2.648614 -2.009966 0.20 0.05 -0.14
N -5.628310 3.102452 -0.841775 -0.11 0.02 0.03
S -3.520400 2.206779 -2.175258 -0.15 0.18 -0.09
H -6.957440 2.869089 -2.961766 0.00 0.01 0.01
H -5.651859 2.292460 -3.930961 0.03 -0.01 -0.01
H -6.526778 3.557012 -0.792868 0.00 -0.03 0.02
H -4.961484 3.327423 -0.126387 0.06 0.07 0.02
C -4.462702 -2.125535 -2.857022 0.00 -0.03 0.01
C -3.481617 -1.387918 -2.017732 -0.17 -0.05 0.08
C -3.760414 -0.779594 -0.829354 0.18 -0.04 -0.04
C -2.752145 -0.031727 -0.194608 -0.16 0.09 0.25
N -1.517072 0.009494 -0.685273 0.19 -0.27 -0.15
C -1.240084 -0.651065 -1.810349 0.13 0.32 0.04
S 0.383442 -0.575864 -2.318018 0.34 0.04 -0.03
N -2.206763 -1.294183 -2.486610 0.05 -0.08 0.00
C -3.025446 0.718103 1.060424 -0.08 -0.09 0.06
H -5.426513 -2.172228 -2.358823 -0.01 0.00 -0.02
H -4.119331 -3.143090 -3.051677 0.00 0.00 0.01
H -4.585495 -1.622444 -3.818142 0.00 0.02 0.01
H -4.756695 -0.818936 -0.416163 0.00 0.02 0.00
H -1.960506 -1.729933 -3.367599 0.00 -0.02 0.01
H -3.994293 1.214496 1.008436 0.00 -0.08 -0.05
H -2.241461 1.443601 1.257249 -0.59 -0.44 -0.22
H -3.053474 0.014374 1.896707 -0.02 -0.06 0.00

---

| no. | strongest force on any atom (eV/Å) |
| --- | --- |
| 1 | 8.49 |
| 2 | 1.01 |